[1]
DFT (wB97M-V/def2-TZVPD) results for a structure of composition C47H44BBaF3N12PS.

The total charge is 0. As for the expectation value of S²: 0.76. The value obtained for the energy is -96986.4020 eV. The calculation puts the HOMO energy (spin up / spin down) at -7.11 / -7.11 eV. The orbital gap (spin up / spin down) comes out at 7.1 / 6.0 eV. Its multiplicity is 2. The relative energy (zero: lowest compared OMol25 entry of this formula, charge and spin) is 10.90 kcal/mol.

Positions of all 110 atoms, in Å:
Ba1 0.71986 -0.64817 0.09142
C1 -2.21772 3.21539 -0.36516
C2 -1.95889 1.84458 -0.43620
N1 -0.74998 1.55811 0.03781
N2 -0.20358 2.74613 0.43051
C3 -1.07785 3.74729 0.19391
B1 1.16982 2.87788 1.19812
N3 1.19220 1.97591 2.47807
C4 1.29750 2.27754 3.78835
C5 1.45816 1.10508 4.49365
C6 1.44642 0.10549 3.51391
N4 1.28878 0.62389 2.30507
N5 2.38452 2.45961 0.31492
C7 3.64787 2.92845 0.40541
C8 4.45969 2.16239 -0.39660
C9 3.59837 1.19889 -0.93414
N6 2.35363 1.37150 -0.50258
N7 1.31020 4.37092 1.52251
C10 1.74704 5.33571 0.67488
C11 1.38779 6.55391 1.19382
C12 0.68731 6.22901 2.37232
N8 0.62276 4.92193 2.55798
H1 -3.10270 3.74409 -0.67572
H2 -2.59568 1.05253 -0.79981
H3 -0.83839 4.76781 0.44623
H4 1.24485 3.30107 4.11569
H5 1.58187 0.99367 5.55759
H6 1.54123 -0.96380 3.63347
H7 3.88478 3.76353 1.04442
H8 5.51926 2.26852 -0.55387
H9 3.83190 0.37734 -1.59637
H10 2.26896 5.08464 -0.23416
H11 1.60180 7.52783 0.78758
H12 0.23323 6.89186 3.09400
C13 3.16269 -2.47193 -6.50351
C14 2.36778 -1.36781 -6.78940
C15 1.52191 -0.84838 -5.81924
C16 1.46342 -1.43457 -4.55614
C17 2.28081 -2.52838 -4.27003
C18 3.12266 -3.05048 -5.24294
P1 0.38016 -0.87378 -3.20377
C19 0.10675 0.90463 -3.59478
C20 1.21315 1.75519 -3.55739
C21 1.06841 3.11706 -3.76261
C22 -0.19345 3.65395 -3.99690
C23 -1.30041 2.82031 -4.02901
C24 -1.15036 1.45185 -3.83169
C25 -1.26781 -1.57222 -3.60884
C26 -1.68930 -1.88450 -4.86951
C27 -2.99882 -2.36906 -5.10664
C28 -3.87497 -2.52948 -4.07476
C29 -3.48506 -2.23509 -2.74286
C30 -4.36672 -2.42075 -1.64043
C31 -3.97113 -2.17289 -0.35945
C32 -2.64692 -1.71705 -0.08563
C33 -1.86195 -1.55225 -1.16306
C34 -2.16617 -1.76633 -2.51936
H13 3.82500 -2.87144 -7.26103
H14 2.41002 -0.90655 -7.76792
H15 0.91541 0.02175 -6.04446
H16 2.28257 -2.95190 -3.27087
H17 3.75842 -3.89406 -5.00673
H18 2.19942 1.35081 -3.36249
H19 1.94067 3.75802 -3.72921
H20 -0.31030 4.71948 -4.15119
H21 -2.28711 3.23053 -4.20333
H22 -2.02514 0.81307 -3.86017
H23 -1.01151 -1.75848 -5.70558
H24 -3.30221 -2.60938 -6.11734
H25 -4.87747 -2.90111 -4.25250
H26 -5.37100 -2.77461 -1.84038
H27 -4.65399 -2.31761 0.46910
H28 -2.32535 -1.49555 0.93545
F1 5.47873 -3.92859 1.33776
C35 4.78303 -4.83681 0.64311
F2 5.13845 -4.72729 -0.64518
F3 5.23227 -6.04895 1.05321
C36 3.29179 -4.71108 0.84508
C37 2.60225 -5.77874 1.37724
C38 1.22743 -5.70611 1.56418
C39 0.61780 -4.52674 1.20419
N9 1.26170 -3.47438 0.69771
C40 2.60490 -3.52303 0.48543
S1 3.37417 -2.12593 -0.21498
H29 3.13783 -6.67944 1.64127
H30 0.65765 -6.53151 1.96658
H31 -0.45621 -4.41399 1.31445
C41 -2.28870 2.18868 5.07953
C42 -2.20774 2.45271 3.59169
N10 -1.92845 1.21015 2.88840
C43 -1.98309 -0.04308 3.42623
N11 -1.40007 -1.01492 2.78976
C44 -1.51548 -2.32716 3.40078
C45 -2.86770 -2.53263 4.06147
C46 -3.03599 -1.47574 5.12951
N12 -2.65936 -0.16670 4.61330
C47 -3.19043 0.99455 5.30790
H32 -2.67683 3.06506 5.60005
H33 -1.29309 1.96673 5.47252
H34 -1.41513 3.16579 3.35893
H35 -3.14963 2.88804 3.24130
H36 -1.31704 1.25586 2.08944
H37 -0.72580 -2.48260 4.15143
H38 -1.34887 -3.08706 2.63595
H39 -2.95934 -3.52398 4.50815
H40 -3.65339 -2.42998 3.30613
H41 -2.42054 -1.72480 6.00121
H42 -4.07260 -1.42286 5.47374
H43 -3.24791 0.74399 6.36892
H44 -4.21169 1.22098 4.97319

[2]
DFT (wB97M-V/def2-TZVPD) results for a cluster of 3 separate species, C47H44BF9N2O2S in total.

The total charge is 0. The value obtained for the energy is -92494.5772 eV. The calculation puts the HOMO energy at -6.17 eV. The orbital gap comes out at 5.0 eV. The relative energy (zero: lowest compared OMol25 entry of this formula, charge and spin) is 78.04 kcal/mol.

Positions of all 106 atoms, in Å:
C1 -2.54862 3.26750 0.84473
C2 -1.45100 2.60589 1.57372
C3 -1.59016 1.96627 2.80625
C4 -0.34060 1.71522 3.41726
C5 0.72272 1.78196 2.50674
B1 -2.13321 -2.26571 3.70836
C6 2.00492 2.39758 2.91108
C7 2.27598 2.70663 4.26566
C8 3.50267 3.22683 4.64601
C9 4.47780 3.47948 3.68928
C10 5.82412 3.95676 4.13890
F1 6.71874 4.03034 3.11790
F2 5.77150 5.19247 4.71661
F3 6.35272 3.10077 5.07345
C11 4.19379 3.32428 2.34134
C12 2.98324 2.75546 1.96096
O1 -2.82880 -3.13641 4.50731
C13 -4.17404 -2.61675 4.67878
C14 -5.20348 -3.70816 4.53437
C15 -4.33628 -2.13836 6.12080
C16 -4.24673 -1.50308 3.57067
C17 -4.65807 -2.10687 2.21907
C18 -4.99944 -0.23835 3.87909
O2 -2.84534 -1.11112 3.45296
S1 0.13096 2.41420 0.92264
H1 -3.25520 3.60452 1.60938
H2 -2.15362 4.14412 0.31295
H3 -3.03112 2.57400 0.14008
H4 -2.56870 1.79690 3.26923
H5 -0.23549 1.34600 4.43083
H6 1.52659 2.50819 5.03584
H7 3.73701 3.39953 5.68905
H8 4.92450 3.61578 1.58770
H9 2.81818 2.54916 0.89722
H10 -6.19299 -3.24707 4.67702
H11 -5.18162 -4.18145 3.54752
H12 -5.07175 -4.47960 5.30540
H13 -5.39312 -1.92246 6.34068
H14 -4.03833 -2.94500 6.81287
H15 -3.75967 -1.23209 6.35172
H16 -5.69288 -2.46261 2.21090
H17 -4.56193 -1.35218 1.43341
H18 -4.01365 -2.95566 1.95445
H19 -6.08417 -0.39110 3.97480
H20 -4.63756 0.19780 4.81616
H21 -4.83493 0.47566 3.06139
F4 -2.34468 -2.60651 -5.09445
C19 -2.60538 -3.27959 -3.93657
F5 -3.38803 -2.46527 -3.15017
F6 -3.39270 -4.36172 -4.25454
C20 -1.37620 -3.71443 -3.20015
N1 -1.73277 -4.20460 -1.84874
C21 -2.28635 -5.48834 -1.77868
C22 -2.00049 -6.45728 -2.77338
C23 -2.75066 -7.62594 -2.86972
C24 -3.77547 -7.87813 -1.95365
C25 -4.00834 -6.97368 -0.91313
C26 -3.27700 -5.78804 -0.82288
C27 -1.53725 -3.35237 -0.75047
C28 -1.36062 -3.81694 0.58240
C29 -1.04279 -2.93765 1.62929
C30 -0.70945 -1.56994 1.35517
C31 -0.02596 -0.70603 2.31584
C32 1.38280 -0.65150 2.40384
C33 1.96979 -0.65243 3.70353
C34 3.32106 -0.47347 3.79698
C35 4.09699 -0.53413 2.63050
N2 5.44177 -0.87281 2.74374
C36 6.23001 -0.07779 3.68101
C37 7.35843 0.51967 2.88164
F7 8.16718 1.32419 3.60513
F8 8.12214 -0.46442 2.31262
F9 6.82707 1.25535 1.84513
C38 5.86134 -2.15420 2.37730
C39 5.53119 -2.65183 1.10618
C40 6.00107 -3.89713 0.70801
C41 6.72346 -4.68966 1.60764
C42 7.01638 -4.21347 2.89125
C43 6.58207 -2.95302 3.28131
C44 3.49556 -0.32451 1.37826
C45 2.14262 -0.49150 1.23320
C46 -0.95807 -1.11026 0.04160
C47 -1.40158 -1.95562 -0.96678
H22 -0.92580 -4.50761 -3.80338
H23 -0.69445 -2.86697 -3.12480
H24 -1.18549 -6.30925 -3.48120
H25 -2.52025 -8.34613 -3.65800
H26 -4.37429 -8.78619 -2.04581
H27 -4.75948 -7.19571 -0.15604
H28 -3.48549 -5.06609 -0.03371
H29 -1.44681 -4.88962 0.78012
H30 -0.79773 -3.35527 2.63356
H31 -0.49750 -0.60109 3.29030
H32 1.35312 -0.74674 4.60545
H33 3.82590 -0.37974 4.75286
H34 5.61001 0.73770 4.05994
H35 6.61688 -0.69351 4.49261
H36 4.92058 -2.03886 0.44221
H37 5.79012 -4.23283 -0.30819
H38 7.04960 -5.68224 1.30471
H39 7.58882 -4.82099 3.59568
H40 6.74697 -2.59401 4.29998
H41 4.10621 -0.06474 0.52294
H42 1.63097 -0.44814 0.27032
H43 -0.80968 -0.04579 -0.15941
H44 -1.62227 -1.54549 -1.95286